1.
The following is a DFT calculation (ωB97M-V with the def2-TZVPD basis set) of the molecule C16H13Cl2N3O3 at a distorted geometry.

The geometry in XYZ format:
```
37
Properties=species:S:1:pos:R:3:lowdin_charge:R:1
C -3.1467 -3.3443 -0.0498 -0.024
C -3.0770 -1.8567 -0.1576 -0.312
C -3.8957 -1.1656 -1.0775 -0.004
C -3.8043 0.1939 -1.1513 -0.015
C -2.9011 0.8852 -0.3151 -0.163
C -2.7645 2.2885 -0.3089 -0.604
Cl -3.7297 3.2555 -1.3638 0.718
C -1.8763 2.9051 0.5314 -0.117
C -1.0868 2.1309 1.3848 -0.560
Cl 0.0474 2.9289 2.4131 0.762
C -1.1751 0.7490 1.4364 -0.229
O -0.3975 0.1308 2.3662 -0.071
C 0.1817 -1.1270 2.0721 -0.079
C 1.3444 -1.0236 1.0821 -0.426
O 1.7173 -1.9689 0.4278 0.088
N 1.8942 0.2187 1.0410 0.173
C 2.9328 0.6194 0.2308 -0.297
C 3.6629 -0.1336 -0.7260 0.058
C 4.5594 0.7685 -1.2204 -0.315
C 5.6223 0.6548 -2.2474 -0.003
O 4.3793 1.9545 -0.6134 0.001
N 3.3692 1.8566 0.2858 0.104
C -2.1057 0.1031 0.5737 -0.119
N -2.2299 -1.2365 0.6201 0.150
H -4.1703 -3.6612 0.1420 0.083
H -2.8235 -3.7979 -0.9856 0.087
H -2.5027 -3.6916 0.7523 0.079
H -4.5765 -1.7169 -1.7073 0.116
H -4.4134 0.7583 -1.8414 0.089
H -1.7675 3.9775 0.5349 0.108
H 0.5689 -1.4985 3.0255 0.146
H -0.5570 -1.8288 1.6765 0.106
H 1.5283 0.9370 1.6578 0.101
H 3.5228 -1.1620 -0.9761 0.105
H 6.5890 0.9072 -1.8149 0.088
H 5.4295 1.3488 -3.0640 0.088
H 5.6519 -0.3590 -2.6338 0.086
```

LUMO level   -0.199 eV
Orbital gap   8.359 eV
HOMO level   -8.56 eV
Relative energy (zero: lowest compared OMol25 entry of this formula, charge and spin)   0.1 kcal per mole
Molecular weight   366.20 g/mol
DFT total energy   -52460.2460 eV

---

2.
The following is a DFT calculation (ωB97M-V with the def2-TZVPD basis set) of the molecule C16H13N3O2 at a distorted geometry.

The geometry in XYZ format:
```
34
Properties=species:S:1:pos:R:3:lowdin_charge:R:1
C 4.2387 -1.9555 1.1098 -0.082
C 3.5049 -1.5338 2.2378 -0.070
C 2.3994 -0.6939 2.0591 -0.004
C 2.0300 -0.2533 0.7586 -0.117
C 0.7925 0.5972 0.5521 -0.308
O 0.3845 1.2880 1.7597 -0.035
C -0.2128 2.5352 1.3319 -0.092
C 0.0199 2.6315 -0.1996 -0.243
C -1.1817 2.0724 -0.9946 -0.045
N -1.2973 0.6195 -0.7587 0.060
C -0.4219 -0.1514 -0.0132 -0.149
N -0.7998 -1.4161 0.1259 0.202
C -2.0507 -1.4465 -0.5230 -0.201
C -3.0483 -2.4470 -0.6076 -0.043
N -4.1849 -2.2616 -1.3534 0.037
C -4.3757 -1.0967 -1.9684 -0.165
C -3.4900 -0.0107 -1.8241 0.003
C -2.3139 -0.2245 -1.1170 -0.188
O 1.1120 1.7244 -0.3311 -0.003
C 2.7899 -0.6712 -0.3345 -0.025
C 3.9051 -1.5100 -0.1792 -0.070
H 5.1544 -2.5146 1.2419 0.095
H 3.8184 -1.8074 3.2219 0.092
H 1.8473 -0.3716 2.9536 0.120
H 0.3555 3.3180 1.8243 0.121
H -1.2715 2.6315 1.6499 0.136
H 0.2325 3.6840 -0.4467 0.162
H -2.0954 2.6195 -0.7289 0.134
H -0.9594 2.2645 -2.0629 0.138
H -2.8433 -3.4230 -0.1559 0.112
H -5.2942 -0.9979 -2.5600 0.105
H -3.7468 0.9321 -2.2691 0.095
H 2.5176 -0.3226 -1.3312 0.120
H 4.4853 -1.8084 -1.0677 0.108
```

LUMO level   0.527 eV
Orbital gap   9.324 eV
HOMO level   -8.80 eV
Relative energy (zero: lowest compared OMol25 entry of this formula, charge and spin)   0.0 kcal per mole
Molecular weight   279.30 g/mol
DFT total energy   -25367.6930 eV

---

3.
The following is a DFT calculation (ωB97M-V with the def2-TZVPD basis set) of a structure of composition C16H13NRu at a distorted geometry.

The geometry in XYZ format:
```
31
Properties=species:S:1:pos:R:3:lowdin_charge:R:1
Ru 0.7276 -1.0682 -0.1632 1.191
C 1.6487 -2.8993 -1.0578 -0.160
C 1.9792 -1.7696 -1.8806 -0.145
C 2.8176 -0.9237 -1.1293 -0.166
C 2.9163 -1.4397 0.1746 -0.144
C 2.2174 -2.6951 0.2013 -0.159
H 1.1146 -3.7806 -1.3751 0.124
H 1.7683 -1.6816 -2.9339 0.124
H 3.3481 -0.0665 -1.5078 0.113
H 3.5436 -1.0581 0.9637 0.124
H 2.1978 -3.3917 1.0242 0.124
C 1.1415 3.2797 -0.8808 -0.028
C -0.0685 3.7834 -0.4345 -0.020
C -1.0152 2.9105 0.0715 0.021
C -0.7337 1.5570 0.1200 -0.208
N 0.4472 1.0675 -0.3173 -0.001
C 1.3575 1.9185 -0.8044 -0.087
C -1.6303 0.5198 0.6258 -0.197
C -2.9036 0.7202 1.1293 -0.005
C -3.6440 -0.3709 1.5741 -0.040
C -3.1226 -1.6567 1.5164 -0.057
C -1.8418 -1.8594 1.0109 -0.084
C -1.1011 -0.7673 0.5691 -0.217
H 1.9098 3.9230 -1.2836 0.119
H -0.2738 4.8445 -0.4798 0.124
H -1.9669 3.2788 0.4258 0.120
H 2.2846 1.4891 -1.1410 0.085
H -3.3364 1.7108 1.1832 0.115
H -4.6383 -0.2134 1.9695 0.117
H -3.7077 -2.4978 1.8628 0.115
H -1.4361 -2.8633 0.9670 0.100
```

2S+1   2
LUMO level (spin up / spin down)   -4.849 / -4.826 eV
Orbital gap (spin up / spin down)   7.281 / 7.269 eV
HOMO level (spin up / spin down)   -12.13 / -12.10 eV
Relative energy (zero: lowest compared OMol25 entry of this formula, charge and spin)   0.0 kcal per mole
Molecular weight   320.36 g/mol
<S²>   0.7727
Net charge   +1
DFT total energy   -20867.2871 eV

---

4.
The following is a DFT calculation (ωB97M-V with the def2-TZVPD basis set) of a structure of composition C16H14BBiBrO2 at a distorted geometry.

The geometry in XYZ format:
```
35
Properties=species:S:1:pos:R:3:lowdin_charge:R:1
C -1.2498 1.6966 0.0479 -0.355
C -0.1399 1.9211 0.9266 -0.195
C 0.8936 2.5331 0.1935 -0.151
H -0.1500 1.7043 1.9899 0.090
C 0.4678 2.6354 -1.1713 -0.153
C -0.8312 2.0906 -1.2765 -0.215
H -1.4399 1.9995 -2.1744 0.075
H -2.2735 1.4798 0.3759 0.054
H 1.8318 2.9045 0.6091 0.081
H 1.0318 3.0770 -1.9907 0.071
Bi -1.4798 -0.9301 -0.4770 1.445
Br -2.1473 -1.2623 2.0287 -0.009
C -3.4052 -2.1326 -2.0140 -0.373
C -3.7101 -1.1007 -2.9517 -0.211
C -4.5053 -0.1272 -2.3000 -0.177
H -3.4595 -1.1118 -4.0099 0.071
C -4.7138 -0.5266 -0.9590 -0.191
C -4.0236 -1.7595 -0.7522 -0.411
H -4.0944 -2.3864 0.1297 0.042
H -2.9202 -3.0844 -2.2211 0.067
H -4.9507 0.7472 -2.7715 0.074
H -5.3444 -0.0233 -0.2242 0.084
O 1.1774 -0.4915 1.6866 0.048
B 0.8274 -1.0707 0.4401 -0.632
O 2.0094 -1.3742 -0.2791 0.103
C 3.0430 -0.9952 0.5346 -0.223
C 4.3954 -1.0582 0.3302 -0.006
C 5.2352 -0.7645 1.4245 -0.104
C 4.7151 -0.2516 2.6138 -0.103
C 3.3314 -0.0397 2.7600 0.004
C 2.5420 -0.4805 1.7293 -0.224
H 4.7843 -1.3199 -0.6473 0.114
H 6.3119 -0.9377 1.3278 0.095
H 5.3714 0.0025 3.4448 0.093
H 2.8697 0.4367 3.6267 0.123
```

LUMO level   2.503 eV
Orbital gap   6.176 eV
HOMO level   -3.67 eV
Relative energy (zero: lowest compared OMol25 entry of this formula, charge and spin)   0.0 kcal per mole
Molecular weight   537.98 g/mol
Net charge   -1
DFT total energy   -97474.1074 eV

---

5.
The following is a DFT calculation (ωB97M-V with the def2-TZVPD basis set) of a structure of composition C16H14BCl5N6Pt at a distorted geometry.

The geometry in XYZ format:
```
43
Properties=species:S:1:pos:R:3:lowdin_charge:R:1
H -1.3975 -2.3895 -0.9201 0.063
N -0.4330 -0.5041 -1.1265 -0.193
B 0.5322 1.6865 -2.0604 -0.520
N -0.3806 0.4290 -2.1426 -0.087
C -1.1050 -0.0275 -3.1866 -0.126
Pt 0.6653 -0.4685 0.6177 1.261
H -1.1458 0.5539 -4.0942 0.101
C -1.6559 -1.2532 -2.8379 -0.086
H -2.2895 -1.8726 -3.4443 0.089
C -1.2198 -1.5286 -1.5432 -0.185
H 0.6145 2.1885 -3.1386 0.119
C 2.0215 -1.2553 1.8345 -0.322
H 2.5328 -2.0841 1.3280 -0.004
H 1.5268 -1.6499 2.7324 0.014
H 2.7403 -0.4808 2.1285 0.014
N 1.8941 1.1202 -1.5914 -0.009
N -0.0136 2.6473 -0.9994 0.037
N 2.0465 0.2379 -0.5282 -0.184
N -1.1310 2.3491 -0.3007 0.084
C 3.0862 1.2774 -2.1956 -0.073
C 0.3698 3.8918 -0.6413 -0.012
H 3.1600 1.9080 -3.0676 0.119
H 1.2437 4.3435 -1.0860 0.139
C 4.0349 0.5159 -1.5236 -0.058
C -0.5403 4.3840 0.2882 -0.025
C 3.3658 -0.1179 -0.4856 -0.126
C -1.4933 3.3820 0.4754 -0.073
H 5.0784 0.4119 -1.7533 0.093
H -0.5114 5.3446 0.7655 0.103
H 3.7391 -0.7759 0.2799 0.084
H -2.3774 3.3313 1.0897 0.116
H -1.5577 1.4317 -0.4021 0.145
Cl -1.6898 0.8069 2.5690 0.675
C -1.7336 -0.9145 2.4317 -0.704
C -0.7744 -1.5631 1.6568 -0.398
C -0.7823 -2.9612 1.6044 -0.711
Cl 0.3574 -3.8057 0.6201 0.704
C -1.7266 -3.7169 2.3363 -0.708
Cl -1.6590 -5.4233 2.3206 0.692
C -2.7351 -3.0514 3.0639 -0.715
Cl -3.9271 -3.9486 3.8888 0.693
C -2.7465 -1.6392 3.1014 -0.711
Cl -3.9830 -0.8099 3.9365 0.685
```

2S+1   3
LUMO level (spin up / spin down)   0.275 / -1.966 eV
Orbital gap (spin up / spin down)   3.830 / 6.673 eV
HOMO level (spin up / spin down)   -3.56 / -8.64 eV
Relative energy (zero: lowest compared OMol25 entry of this formula, charge and spin)   55.2 kcal per mole
Molecular weight   673.48 g/mol
<S²>   2.0172
DFT total energy   -92292.1507 eV

---

6.
The following is a DFT calculation (ωB97M-V with the def2-TZVPD basis set) of a structure of composition C16H14BF5N6OV at a distorted geometry.

The geometry in XYZ format:
```
44
Properties=species:S:1:pos:R:3:lowdin_charge:R:1
H 0.9997 3.2924 0.1443 0.110
N 0.6179 1.7645 -1.2857 -0.100
B 0.2887 0.4337 -3.4196 -0.470
N 0.6101 1.7589 -2.6951 0.014
C 0.9475 2.9880 -3.1243 -0.061
V 0.4905 0.2027 -0.3299 0.802
H 1.0387 3.1888 -4.1746 0.121
C 1.1609 3.8231 -2.0290 -0.058
H 1.4522 4.8706 -2.0435 0.102
C 0.9446 3.0394 -0.9080 -0.085
H 0.2470 0.5138 -4.6166 0.119
C -1.3668 -1.7706 1.6317 -0.042
H -1.1636 -2.2256 2.6187 0.036
H -0.4195 -1.8109 1.0501 0.009
H -2.1444 -2.3704 1.1266 0.030
N -1.1284 0.0201 -2.8809 -0.031
N 1.2256 -0.7000 -2.9076 0.011
N -1.3421 -0.1724 -1.5258 -0.010
N 1.2971 -0.9472 -1.5303 -0.104
C -2.2715 -0.2098 -3.5688 -0.074
C 2.0590 -1.5530 -3.5240 -0.062
H -2.3235 -0.0930 -4.6554 0.125
H 2.1988 -1.5002 -4.5880 0.120
C -3.2660 -0.5352 -2.6544 -0.069
C 2.6947 -2.3681 -2.5748 -0.055
C -2.6554 -0.4912 -1.3868 -0.113
C 2.1943 -1.9684 -1.3406 -0.081
H -4.2941 -0.7609 -2.8682 0.088
H 3.4387 -3.1257 -2.7654 0.095
H -3.0990 -0.7029 -0.4247 0.095
H 2.3888 -2.3465 -0.3444 0.118
H -1.7041 -0.7343 1.6998 0.024
F 0.0721 0.2290 6.5598 0.104
C 0.4844 0.2956 5.2806 -0.133
C 0.2178 1.4411 4.5268 -0.137
F -0.3808 2.5005 5.1037 0.111
C 0.5915 1.4993 3.2043 -0.129
F 0.3792 2.6350 2.4977 0.091
C 1.1584 0.3620 2.5935 -0.234
O 1.1774 0.2520 1.2745 -0.207
C 1.5637 -0.7287 3.3912 -0.143
F 2.3095 -1.7267 2.8699 0.100
C 1.1888 -0.7702 4.7156 -0.138
F 1.4821 -1.8431 5.4752 0.110
```

2S+1   4
LUMO level (spin up / spin down)   0.455 / 0.423 eV
Orbital gap (spin up / spin down)   7.136 / 9.034 eV
HOMO level (spin up / spin down)   -6.68 / -8.61 eV
Relative energy (zero: lowest compared OMol25 entry of this formula, charge and spin)   0.0 kcal per mole
Molecular weight   463.07 g/mol
<S²>   3.7714
DFT total energy   -67759.0969 eV